Formula: C15H20FNO14S
Source: OMol25
Level of theory: the ωB97M-V functional and the def2-TZVPD basis

```
! wB97M-V def2-TZVPD RIJCOSX def2/J DEFGRID3
* xyz 0 1
F -1.89863 2.32377 -0.09619
O -0.74387 -6.00547 -2.56307
O -3.55209 3.39918 0.82747
H 2.72331 -3.24458 -0.28415
O 0.39434 0.24617 2.73598
H 4.00991 1.24131 3.33168
H -0.03133 1.38531 -3.74825
H 4.79509 0.02565 1.24837
C -0.42984 -5.36224 -1.61897
H -2.75820 0.05437 -4.10324
O -1.04278 0.58286 -2.14462
C -1.99874 0.78838 -4.37315
H -1.61148 1.24946 2.36977
C -1.84431 4.97571 1.92202
H 0.00809 -5.37091 1.11027
C -0.74821 0.58216 -3.55671
H -0.97545 -3.88878 1.10750
H 4.30362 0.62260 -0.32719
C -2.34770 2.02696 2.24253
H 2.84888 2.31743 0.70440
O 0.53912 -0.95328 -2.44526
H -1.78119 0.70005 -5.43717
O -0.03776 -0.34332 -0.36095
H 3.67232 2.93175 2.89566
O -3.68424 1.53190 2.25473
C 2.00229 -3.73598 0.36845
H -0.83028 -1.57759 -3.85715
C 3.22511 1.49161 1.31469
O 0.76147 -4.73411 -1.47347
H 5.28632 1.65007 0.72719
O 2.18584 0.49885 1.39576
C 3.35083 1.90207 2.76379
S -4.65417 2.68078 1.77238
O 2.00910 1.72714 3.24121
C 4.47964 0.91776 0.70656
H -2.42125 1.77458 -4.18498
C -2.24947 2.91105 1.02488
C -0.16876 -0.24391 -1.53518
C 1.42777 0.77188 2.47664
H 1.90190 -3.14897 1.28096
C -0.39442 -4.56721 0.48842
C 0.67001 -3.86864 -0.32256
H 2.40649 -4.71875 0.61594
H 0.62953 -0.81292 -4.52220
H 0.32611 -2.89111 -0.66465
N -2.12716 5.68446 2.79829
O -1.37328 4.01618 1.19139
O -5.71320 2.17604 0.99753
H -2.24612 2.65008 3.12803
C -0.10151 -0.77585 -3.71911
O -1.21660 -5.14893 -0.53503
O -4.97503 3.55498 2.83081
*
```

Summary:
energy	-2189.74482	a.u.
strongest force on any atom	2.2	eV/Å

Formula: C15H20IOZr
Source: OMol25
Level of theory: the ωB97M-V functional and the def2-TZVPD basis

```
! wB97M-V def2-TZVPD RIJCOSX def2/J DEFGRID3
* xyz -1 1
C -0.38403 -2.53070 1.10458
C -3.25117 -0.09547 0.92737
H 1.51226 -2.08673 -0.03187
H -1.69634 -1.57925 -1.67367
H -0.24104 2.99239 -0.52505
C -2.08539 -0.92851 -0.93263
C 1.12155 -0.08229 -2.56516
H -3.85765 -0.04252 1.83114
H -3.07908 -2.31002 0.56388
H 2.47638 2.86306 -1.47442
C -2.82879 -1.29058 0.26758
C 2.02135 0.82359 -1.82992
H 3.11338 0.80378 0.08618
O 0.23071 1.21559 0.29527
I -1.10493 1.71803 2.98469
H 2.14328 -0.51367 2.09313
H 4.03438 0.57876 -1.41937
H 1.20082 2.95318 0.48309
C 0.88836 -1.89559 0.82690
Zr -0.84734 -0.15156 1.05726
C -0.81558 -2.11069 2.41486
C 1.22967 -1.09469 1.97564
C 1.57909 2.21427 -1.58936
C -2.10907 0.51991 -0.99396
C 3.07076 0.32907 -0.91735
H 0.21741 -0.84419 3.96294
H 0.11547 0.33533 -2.78278
C -2.81031 1.02309 0.14455
H -3.00898 2.07073 0.33716
H -1.71968 -2.42526 2.93332
H 0.92215 -1.06527 -2.08033
H -0.86158 -3.25063 0.45463
H 3.04059 -0.75812 -0.72951
H -1.76014 1.11487 -1.84100
H 1.62397 -0.28472 -3.54293
H 1.04342 2.62480 -2.46374
C 0.68069 2.40103 -0.30919
C 0.19541 -1.24102 2.95810
*
```

Summary:
energy	-1003.55704	a.u.
strongest force on any atom	3.1	eV/Å

Formula: C15H20MnN2O3STe
Source: OMol25
Level of theory: the ωB97M-V functional and the def2-TZVPD basis

```
! wB97M-V def2-TZVPD RIJCOSX def2/J DEFGRID3
* xyz 0 6
H -3.10596 -5.92212 1.32522
N -1.50756 0.54761 1.79852
H 3.14222 5.76097 -3.61621
H 1.71813 -1.34976 0.30187
H 0.11148 1.48797 -3.62575
H -0.87350 0.46683 3.82699
C 2.74862 4.82565 -1.78018
H -1.81349 1.45669 1.62600
H 1.57845 0.28807 3.53797
C 2.62205 5.01324 -3.10030
H -0.23266 1.82094 2.76324
H -3.69469 -3.12154 1.28621
O 0.77702 1.68156 0.06986
O -0.24434 1.11003 -1.75431
C -0.45806 0.75389 2.85339
H 0.79884 -2.42931 -0.57971
H 1.40967 0.43512 1.79052
C 0.14765 -2.19410 1.40956
C -3.13196 -3.70976 0.54837
C 1.90505 4.07343 -3.86496
C 0.94360 0.00792 2.69209
S -2.06852 -4.30814 -1.64170
H 0.36629 -3.28867 1.48718
Mn -0.81360 -0.11452 -0.18530
N 0.73686 -1.68079 0.14777
H 0.29938 -1.79915 3.63547
O 0.34583 2.37290 -3.99229
H 3.17779 5.57002 -1.04629
H -0.95217 -2.19529 1.32787
C 0.77382 -1.52715 2.64835
H -2.02191 -6.52856 -0.76042
H 1.76530 4.20898 -4.92437
C 0.57467 1.84895 -1.16880
H -2.31958 0.02764 2.17339
C 1.32321 2.85421 -1.86119
C 2.09824 3.77774 -1.11277
C -2.73360 -3.15201 -0.65298
C 1.18838 3.08774 -3.22526
C -2.91726 -5.12965 0.60643
H 2.04714 3.69251 -0.06595
Te -3.10193 -1.21114 -1.22991
H 1.73384 -1.93094 2.84275
C -2.34274 -5.57800 -0.51037
*
```

Summary:
⟨S²⟩	8.76
energy	-2736.06945	a.u.
strongest force on any atom	4.7	eV/Å

Formula: C15H20N2O2
Source: OMol25
Level of theory: the ωB97M-V functional and the def2-TZVPD basis

```
! wB97M-V def2-TZVPD RIJCOSX def2/J DEFGRID3
* xyz 0 1
H -1.43668 3.91063 -2.19117
O -4.29538 3.00518 -0.21448
H 2.43913 -0.04972 2.52182
H 2.27516 -2.40932 0.84905
H -3.19055 4.58359 -0.82056
C -1.62544 1.70632 0.20178
H -4.16210 2.31187 -0.89400
C -0.54692 -1.70898 -0.39208
C -3.08553 3.75376 -0.15828
H 2.18856 0.55838 0.80770
C 2.85750 -1.50719 0.80456
O -2.40636 1.49608 1.31597
H 4.81886 -1.94567 0.20191
H 4.66248 -0.98991 1.82506
C 0.32078 1.23607 -1.06364
C -0.45014 -0.54870 0.53688
H -1.34333 -4.63722 -1.29476
C -0.56596 0.83333 -0.09415
H 2.96534 -1.33788 -0.30780
H 0.25343 0.09842 2.45905
H 0.92278 2.67105 -2.51760
C -0.21606 -3.02418 -2.12994
H 1.17624 0.70611 -1.45811
C 2.10487 -0.33573 1.43310
H -1.46523 -3.32112 0.86462
H 4.31286 -2.69317 1.70522
N -0.94833 -3.70947 -1.20059
N 0.01595 -1.78555 -1.67764
C 4.29211 -1.77451 1.13517
C -1.00455 -2.93927 -0.05319
H -2.87680 4.18931 0.79796
H 0.68740 -1.62606 2.01198
C 0.12906 2.39215 -1.79418
C -1.07677 3.11490 -1.51243
C 0.64941 -0.58381 1.65235
H 0.22663 -3.54151 -3.00326
H -1.33110 -0.77167 1.11538
H -3.33012 1.84584 1.01955
C -1.94120 2.82762 -0.48126
*
```

Summary:
structure (SMILES)	CCCC[C@H](c1c[nH]cn1)c1cccc(CO)c1O
strongest force on any atom	2.8	eV/Å
relative energy (zero: lowest compared OMol25 entry of this formula, charge and spin)	79.0	kcal per mole